Record 1
# C15H25BFN2O8

A 3-piece molecular cluster, C15H25BFN2O8 overall (the ωB97M-V functional and the def2-TZVPD basis, the Open Molecules 2025 dataset).

Positions of all 52 atoms, in Å:
C1 -2.52 0.71 2.44
C2 -1.54 -0.42 2.65
C3 -0.18 -0.43 2.55
C4 0.68 0.75 2.17
C5 0.87 0.88 0.62
C6 2.12 0.15 0.09
O1 2.46 0.64 -1.19
N1 0.20 -1.77 2.85
B1 1.58 -2.36 2.91
O2 2.69 -1.65 2.53
O3 1.77 -3.65 3.37
C7 -0.88 -2.52 3.09
O4 -1.03 -3.80 3.38
N2 -1.94 -1.71 2.97
F1 -3.16 -2.21 3.16
H1 -2.06 1.51 1.85
H2 -3.33 0.30 1.81
H3 -2.95 1.07 3.38
H4 1.67 0.73 2.66
H5 0.20 1.69 2.49
H6 -0.04 0.44 0.17
H7 0.90 1.93 0.29
H8 2.94 0.19 0.83
H9 1.88 -0.93 -0.02
H10 3.10 0.01 -1.57
H11 2.89 -0.93 3.14
H12 1.75 -3.59 4.34
H13 -0.83 -4.35 2.61
O5 -4.40 1.72 -0.55
C8 -5.42 1.09 -0.50
O6 -6.39 1.30 0.41
C9 -7.43 0.32 0.27
C10 -7.29 -0.20 -1.15
C11 -5.79 -0.08 -1.40
H14 -7.26 -0.47 1.01
H15 -8.39 0.77 0.46
H16 -7.68 -1.21 -1.28
H17 -7.83 0.46 -1.84
H18 -5.25 -0.97 -1.07
H19 -5.57 0.14 -2.44
O7 4.38 -0.56 -3.15
C12 5.07 0.38 -3.43
O8 5.28 1.42 -2.59
C13 6.05 2.44 -3.26
C14 6.77 1.71 -4.38
C15 5.78 0.62 -4.74
H20 5.37 3.21 -3.63
H21 6.74 2.89 -2.55
H22 7.03 2.37 -5.21
H23 7.69 1.27 -4.00
H24 5.05 0.95 -5.48
H25 6.27 -0.29 -5.09

Computed properties:
LUMO energy = -0.1195 Eh
E_tot = -1422.5402 Eh
HOMO-LUMO gap = 0.327 Ha
spin multiplicity = 1
E_HOMO = -12.162 eV
total charge = +1

Record 2
# C22H37N8O5S4Y

C22H37N8O5S4Y as an isolated structure (the ωB97M-V functional and the def2-TZVPD basis, the Open Molecules 2025 dataset).

Positions of all 77 atoms, in Å:
Y1 0.85 -0.12 0.20
C1 2.61 -2.90 8.37
C2 2.21 -2.14 7.13
C3 2.75 -0.88 6.87
C4 2.39 -0.18 5.72
C5 1.49 -0.75 4.83
C6 0.94 -2.00 5.08
C7 1.31 -2.68 6.23
S1 1.06 0.14 3.35
O1 -0.27 -0.32 2.95
O2 1.09 1.54 3.73
N1 2.12 -0.17 2.25
C8 2.79 -1.49 2.31
C9 1.94 -2.64 1.77
O3 1.96 -3.72 2.36
O4 1.25 -2.34 0.73
H1 3.33 -2.35 8.96
H2 3.06 -3.86 8.10
H3 1.74 -3.12 8.99
H4 3.45 -0.45 7.56
H5 2.80 0.79 5.50
H6 0.26 -2.43 4.36
H7 0.88 -3.66 6.42
H8 3.11 -1.72 3.33
H9 3.70 -1.41 1.69
S2 3.76 0.86 -0.30
C10 3.39 2.47 -0.77
C11 4.33 3.51 -0.39
N2 5.09 4.31 -0.08
C12 2.29 2.84 -1.50
S3 1.11 1.67 -2.05
C13 2.07 4.21 -1.87
N3 1.85 5.30 -2.19
N4 0.15 2.22 0.99
H10 -0.86 2.26 0.91
H11 0.57 3.00 0.49
H12 0.39 2.32 1.98
N5 1.46 -2.73 -2.11
N6 1.87 -1.36 -1.84
H13 0.48 -2.65 -2.39
H14 1.40 -3.14 -1.17
H15 1.63 -0.81 -2.67
H16 2.89 -1.35 -1.78
C14 -2.03 -2.22 0.99
C15 -2.33 -0.94 0.19
C16 -3.05 0.07 1.10
C17 -3.27 -1.33 -0.96
O5 -1.17 -0.37 -0.32
H17 -2.96 -2.71 1.29
H18 -1.44 -2.00 1.88
H19 -1.45 -2.91 0.37
H20 -4.00 -0.32 1.45
H21 -3.24 0.99 0.53
H22 -2.42 0.31 1.96
H23 -4.20 -1.77 -0.56
H24 -2.79 -2.06 -1.61
H25 -3.53 -0.46 -1.55
C18 -1.31 3.98 -5.40
C19 -1.97 3.17 -4.29
N7 -1.33 1.88 -4.11
C20 -1.88 0.68 -4.21
S4 -1.11 -0.71 -3.73
N8 -3.20 0.65 -4.71
C21 -3.34 0.81 -6.16
C22 -2.86 -0.39 -6.97
H26 -1.77 4.97 -5.47
H27 -1.41 3.48 -6.36
H28 -0.25 4.11 -5.19
H29 -3.03 3.00 -4.49
H30 -1.88 3.72 -3.35
H31 -0.43 1.90 -3.60
H32 -3.59 -0.24 -4.41
H33 -2.77 1.70 -6.45
H34 -4.39 1.02 -6.36
H35 -1.85 -0.67 -6.68
H36 -2.87 -0.15 -8.04
H37 -3.51 -1.25 -6.80

Computed properties:
ΔE to the lowest compared entry with this formula, charge and spin = 1.645 eV
LUMO energy = 0.1480 Eh
E_tot = -3306.1352 Eh
HOMO-LUMO gap = 0.211 Ha
spin multiplicity = 1
E_HOMO = -1.719 eV
total charge = -2

Record 3
# C12H33FLi2N3O3

C12H33FLi2N3O3 as an isolated structure (the ωB97M-V functional and the def2-TZVPD basis, the Open Molecules 2025 dataset).

Positions of all 54 atoms, in Å:
Li1 -1.92 -2.90 0.27
Li2 0.68 -2.69 -1.06
F1 -0.36 -1.34 0.12
C1 0.09 1.44 -2.52
C2 -1.40 1.19 -2.43
C3 -2.21 1.65 -3.73
O1 -3.64 1.45 -3.58
C4 -4.33 1.89 -4.67
N1 -1.68 -0.24 -2.17
H1 0.28 2.51 -2.50
H2 0.54 0.99 -3.40
H3 0.74 1.10 -1.71
H4 -1.86 1.67 -1.57
H5 -1.81 1.22 -4.64
H6 -1.98 2.71 -3.85
H7 -5.41 1.79 -4.58
H8 -3.96 1.30 -5.51
H9 -4.18 2.94 -4.93
H10 -2.67 -0.45 -2.10
H11 -1.35 -0.72 -1.34
C5 -2.74 1.72 1.49
C6 -1.47 1.78 2.33
C7 -1.13 0.45 3.05
O2 -0.13 0.62 4.04
C8 -0.63 1.24 5.32
N2 -0.37 2.12 1.44
H12 -2.53 1.13 0.60
H13 -3.10 2.71 1.20
H14 -3.46 1.20 2.12
H15 -1.59 2.61 3.03
H16 -0.65 -0.23 2.35
H17 -2.01 -0.10 3.40
H18 0.24 1.68 5.81
H19 -1.26 0.55 5.90
H20 -1.28 2.10 5.15
H21 0.44 1.89 2.00
H22 -0.39 1.41 0.71
C9 3.24 -0.99 -1.47
C10 3.50 -2.11 -0.45
C11 3.16 -1.58 0.96
O3 2.96 -2.51 2.01
C12 4.04 -3.31 2.46
N3 2.57 -3.23 -0.68
H23 4.09 -0.35 -1.19
H24 2.28 -0.53 -1.23
H25 3.31 -1.11 -2.55
H26 4.50 -2.53 -0.53
H27 2.15 -1.18 0.98
H28 3.71 -0.69 1.24
H29 4.39 -3.99 1.68
H30 3.80 -3.90 3.35
H31 4.93 -2.72 2.69
H32 2.87 -3.84 0.07
H33 2.97 -3.82 -1.39

Computed properties:
ΔE to the lowest compared entry with this formula, charge and spin = 0.000 eV
LUMO energy = -0.1765 Eh
E_tot = -981.6834 Eh
HOMO-LUMO gap = 0.229 Ha
spin multiplicity = 1
E_HOMO = -11.023 eV
total charge = +1

Record 4
# C4H5NO2

One molecule with the formula C4H5NO2 (the ωB97M-V functional and the def2-TZVPD basis, the Open Molecules 2025 dataset).

Positions of all 12 atoms, in Å:
O1 -1.34 1.96 1.86
C1 -1.05 1.14 1.04
C2 0.30 0.57 0.58
C3 0.34 -0.93 0.68
N1 -0.17 -0.31 -0.50
C4 0.39 -0.37 -1.77
O2 1.26 -1.13 -2.10
H1 -1.70 0.54 0.34
H2 1.25 1.09 0.45
H3 -0.41 -1.39 1.32
H4 1.27 -1.47 0.56
H5 -0.15 0.30 -2.46

Computed properties:
ΔE to the lowest compared entry with this formula, charge and spin = 2.612 eV
LUMO energy = 0.0206 Eh
E_tot = -360.5734 Eh
HOMO-LUMO gap = 0.401 Ha
spin multiplicity = 1
structure (SMILES) = O=C[C@H]1CN1C=O
E_HOMO = -10.338 eV